1.
Computed, not measured: 8 unconnected molecules or ions with the total composition C34H92BF2N3O31P9 at a distorted geometry, with ωB97M-V/def2-TZVPD.

The LUMO energy comes out at -1.4 eV. Its HOMO-LUMO gap is 0.044 Ha. As for the charge: -1.

XYZ file:
```
172
Properties=species:S:1:pos:R:3:forces:R:3
C 5.1363 -3.1379 2.1148 -0.7 -0.3 -0.6
C 4.0724 -2.7929 3.1828 0.4 -0.5 0.9
C 4.0914 -1.3463 3.6713 -0.5 0.0 -1.0
F 5.4072 -1.1565 4.1689 -0.1 -0.3 0.4
B 3.7438 -0.1950 2.5350 0.0 1.3 -0.6
P 5.1083 1.2883 2.9462 1.4 -0.2 1.7
N 6.0129 1.6821 1.4516 -0.7 0.6 -0.2
O 4.2662 2.6831 3.4039 -0.1 0.0 -1.0
O 3.9411 -0.5066 1.1099 0.1 -0.3 -0.8
C 2.6849 -0.6158 0.5067 3.3 0.3 1.4
F 2.7916 -0.2489 -0.8392 -0.1 -0.6 -0.3
N 2.2634 -1.9439 0.8190 -3.1 1.6 -1.2
C 1.3748 -2.5484 0.1125 -0.3 -0.2 0.9
C 1.4666 -2.8879 -1.3681 -0.1 0.7 0.6
C 0.1167 -3.0646 0.8307 1.0 -2.1 -0.9
C 1.9579 0.5970 1.2513 -0.2 -0.3 -0.4
C 2.4724 1.9623 0.7624 0.7 0.6 -0.3
N 1.9592 3.0732 1.5802 0.1 -0.1 0.0
P 0.1244 0.4910 0.8576 -0.2 -2.3 0.7
C -0.9762 1.1564 2.1852 -1.1 0.9 -0.4
C -2.4491 1.0133 1.6646 1.4 0.1 -0.5
C -0.2695 1.2017 -0.8092 -0.4 0.7 -0.4
C -1.1282 0.2062 -1.6680 0.4 0.3 1.1
O 2.3373 0.3147 2.5642 -0.9 0.2 0.4
H 5.9002 -3.8437 2.4550 -0.1 0.2 0.2
H 5.6163 -2.2627 1.6742 -0.1 0.0 0.2
H 4.6140 -3.6356 1.2824 0.2 0.1 0.0
H 3.0656 -3.0951 2.8786 0.1 0.4 -0.2
H 4.2953 -3.4242 4.0637 -0.1 0.1 -0.1
H 3.3861 -1.2103 4.5053 0.2 -0.1 0.0
H 6.1414 2.6931 1.4936 0.0 0.0 -0.1
H 6.9442 1.3174 1.6208 0.0 0.0 0.0
H 4.8797 3.2717 3.8477 0.1 -0.2 0.2
H 1.6115 -3.9747 -1.4351 -0.1 0.2 0.0
H 2.3255 -2.3749 -1.8011 -0.2 0.0 -0.2
H 0.5138 -2.6355 -1.8459 0.2 0.0 -0.2
H -0.7123 -2.3683 0.7432 0.3 0.3 0.0
H 0.3119 -3.3321 1.8719 0.0 0.4 0.0
H -0.1707 -4.0006 0.3184 -0.2 0.2 0.2
H 3.5706 2.0191 0.7739 -0.2 -0.4 0.1
H 2.1934 2.1512 -0.2837 0.0 -0.5 0.1
H 1.8247 3.8881 0.9986 -0.3 0.0 0.1
H 1.1080 2.8442 2.0726 0.0 0.0 -0.1
H -0.8497 2.2205 2.4280 0.2 -0.2 0.2
H -0.9181 0.5566 3.0970 0.6 0.1 -0.2
H -2.5209 1.6774 0.7932 -0.5 -0.1 0.2
H -3.1858 1.2707 2.4267 0.0 -0.1 -0.1
H -2.5444 -0.0091 1.2818 -0.4 0.1 0.2
H 0.6213 1.4130 -1.4082 0.2 0.0 0.5
H -0.7934 2.1659 -0.7275 0.1 -0.2 0.0
H -2.0453 0.6897 -2.0113 0.2 -0.1 -0.3
H -0.4973 -0.1710 -2.4767 -0.4 0.0 -0.1
H -1.3904 -0.6305 -1.0132 -0.1 -0.1 -0.3
C 2.0523 -6.0461 3.2471 0.0 0.0 0.3
O 1.5971 -6.7314 2.0652 3.0 2.1 0.6
P 2.7922 -7.2670 0.9718 -5.3 -6.2 -4.0
O 1.7416 -7.4383 -0.1021 0.4 0.9 0.3
O 3.0556 -8.6379 1.8269 0.9 0.4 -0.1
C 1.9414 -9.4474 2.1800 -0.3 0.1 0.4
O 4.0843 -7.5992 -0.0417 1.7 2.7 2.5
C 3.9053 -8.6507 -0.9831 -0.2 -0.3 -0.4
H 1.1925 -5.8282 3.8774 -0.1 -0.1 -0.1
H 2.7566 -6.6677 3.8094 0.0 0.0 0.0
H 2.5332 -5.1076 2.9696 -0.1 0.0 0.2
H 1.0979 -9.2844 1.5081 0.1 0.1 0.0
H 1.6357 -9.2409 3.2072 -0.1 0.0 0.0
H 2.2591 -10.4878 2.1103 0.1 0.1 0.0
H 3.3156 -8.2998 -1.8262 -0.1 -0.1 0.1
H 3.4336 -9.5227 -0.5310 -0.1 0.1 0.0
H 4.8940 -8.9344 -1.3441 0.1 0.2 0.2
C -2.0885 6.2376 -4.8177 0.2 0.0 -0.2
O -2.3914 4.8660 -4.4909 -2.2 2.6 1.1
P -3.9905 4.3446 -4.6431 1.3 -7.5 -2.3
O -3.8526 3.0784 -3.8522 -0.1 1.4 0.3
O -3.7841 4.1228 -6.2527 -0.5 0.2 -0.1
C -2.7562 3.2411 -6.6954 0.4 0.2 -0.1
O -5.6332 4.3851 -4.9087 0.8 3.5 1.0
C -6.2473 3.1377 -5.2024 -0.2 -0.5 0.1
H -1.0130 6.3726 -4.7329 0.0 -0.1 0.0
H -2.3962 6.4705 -5.8408 0.0 0.0 0.0
H -2.5831 6.9149 -4.1213 0.1 0.0 0.0
H -2.4923 2.5133 -5.9272 0.0 0.1 0.1
H -1.8693 3.8094 -6.9798 0.0 -0.1 0.0
H -3.1318 2.7146 -7.5724 -0.1 0.1 0.0
H -6.3906 2.5635 -4.2891 0.1 0.0 0.0
H -5.6628 2.5625 -5.9193 0.1 0.0 0.1
H -7.2222 3.3625 -5.6358 0.1 0.2 0.0
C 5.4441 8.3327 1.3800 0.0 -0.1 0.3
O 4.8589 7.7360 0.2103 2.9 1.9 -0.6
P 5.9066 6.9991 -0.8961 -4.2 -6.2 -1.8
O 4.9467 6.9248 -2.0456 0.8 0.9 0.6
O 5.9711 5.6566 0.0224 0.6 0.2 -0.4
C 4.7526 4.9667 0.3225 -0.4 0.0 0.5
O 7.3386 6.5463 -1.6128 0.7 3.1 1.9
C 7.2639 5.4515 -2.5177 -0.2 -0.4 -0.5
H 4.6362 8.6913 2.0139 -0.1 -0.1 -0.1
H 6.0329 7.5990 1.9373 0.0 0.0 0.0
H 6.0767 9.1781 1.1047 -0.1 0.0 0.1
H 3.9810 5.1796 -0.4188 0.1 0.1 0.0
H 4.3930 5.2464 1.3129 0.0 -0.1 0.0
H 4.9609 3.8981 0.3163 0.1 0.1 0.0
H 6.8675 5.7791 -3.4784 -0.1 0.0 0.1
H 6.6545 4.6420 -2.1176 0.0 0.1 0.0
H 8.2824 5.0914 -2.6620 0.0 0.2 0.2
C -7.9056 -1.0215 6.0269 -0.1 0.0 0.2
O -6.7894 -0.1581 5.7288 -2.1 -1.4 -2.6
P -6.9993 1.0244 4.5357 5.0 5.7 3.2
O -5.5375 1.3224 4.3692 -0.8 -0.9 -0.4
O -7.7529 1.9913 5.6234 -0.5 0.2 -0.5
C -7.0733 2.3252 6.8297 -0.1 -0.3 0.4
O -7.6128 1.9698 3.3082 -2.0 -3.2 -0.3
C -7.0237 3.2550 3.1543 0.4 0.4 -0.1
H -7.6291 -1.6658 6.8574 0.1 0.1 0.0
H -8.7828 -0.4348 6.3122 0.0 0.0 0.0
H -8.1444 -1.6421 5.1624 0.0 -0.1 0.1
H -5.9919 2.2376 6.7191 0.0 -0.1 -0.1
H -7.4108 1.6805 7.6429 0.1 0.0 0.0
H -7.3252 3.3573 7.0720 -0.1 0.0 -0.1
H -6.0698 3.1724 2.6374 0.0 -0.1 0.1
H -6.8889 3.7518 4.1144 0.0 -0.1 0.0
H -7.7083 3.8421 2.5418 -0.1 -0.2 0.0
C 4.9072 8.2978 -4.8232 0.0 -0.1 0.2
O 3.8106 8.2085 -5.7690 2.3 2.6 -0.6
P 4.1264 8.5613 -7.3701 -4.3 -4.2 -3.0
O 2.7242 8.7506 -7.8488 0.8 0.4 0.5
O 4.7500 7.0833 -7.6605 0.3 0.4 -0.4
C 3.9171 5.9421 -7.4742 0.0 -0.2 0.4
O 5.0243 9.2188 -8.5916 1.3 1.1 3.0
C 4.5984 8.9059 -9.9101 -0.3 0.0 -0.5
H 4.5508 7.9670 -3.8512 -0.1 -0.1 -0.1
H 5.7363 7.6564 -5.1328 0.0 0.0 0.0
H 5.2498 9.3307 -4.7431 0.0 0.0 0.0
H 2.8602 6.1994 -7.5501 0.0 0.1 0.0
H 4.1137 5.4896 -6.5013 -0.1 0.0 0.0
H 4.1660 5.2225 -8.2535 0.1 0.1 0.0
H 3.7406 9.5175 -10.1848 -0.1 -0.1 0.1
H 4.3532 7.8493 -10.0114 0.0 0.0 0.1
H 5.4293 9.1439 -10.5742 0.1 0.0 0.2
C -12.8604 -3.0950 6.6778 -0.1 -0.3 0.0
O -11.6794 -3.0346 7.5016 -2.3 2.7 -0.8
P -11.7363 -2.0841 8.9089 5.7 -4.3 4.5
O -10.2396 -2.0531 9.0547 -0.7 0.6 -0.7
O -12.4666 -3.2926 9.7346 -0.4 0.5 0.1
C -11.8499 -4.5771 9.7624 -0.1 -0.3 -0.4
O -12.1163 -1.0329 10.1485 -2.5 1.1 -2.8
C -11.3553 -1.1685 11.3421 0.5 0.0 0.3
H -12.6707 -3.7981 5.8700 0.1 0.0 0.1
H -13.7212 -3.4428 7.2558 0.0 0.0 0.0
H -13.0780 -2.1169 6.2475 0.0 -0.1 -0.1
H -10.7773 -4.5122 9.5767 0.0 0.1 0.0
H -12.3099 -5.2323 9.0212 0.1 0.0 0.0
H -12.0163 -4.9975 10.7536 -0.1 0.1 0.0
H -10.3802 -0.7011 11.2228 0.0 -0.1 -0.1
H -11.2381 -2.2135 11.6269 0.0 0.0 -0.1
H -11.9052 -0.6455 12.1247 -0.2 0.0 -0.2
C 5.5534 -5.9345 -5.5051 0.2 0.1 -0.2
O 5.4577 -7.3470 -5.2265 -2.5 2.5 0.8
P 3.9425 -8.0881 -5.3786 2.6 -7.6 -1.5
O 4.3557 -9.3108 -4.6075 -0.2 1.0 0.2
O 4.1087 -8.2198 -7.0000 -0.7 0.3 0.1
C 5.2628 -8.8719 -7.5186 0.4 0.2 -0.1
O 2.3170 -8.4344 -5.4974 0.1 3.8 0.6
C 1.9825 -9.7850 -5.7810 0.0 -0.5 0.1
H 6.5997 -5.6482 -5.4291 0.0 -0.1 0.0
H 5.1964 -5.7119 -6.5146 0.0 0.0 0.0
H 4.9795 -5.3612 -4.7773 0.1 0.0 0.0
H 5.6988 -9.5565 -6.7902 -0.1 0.1 0.1
H 6.0089 -8.1345 -7.8191 0.0 0.0 0.0
H 4.9522 -9.4355 -8.3980 -0.1 0.1 0.0
H 2.0621 -10.3895 -4.8799 0.1 0.0 0.0
H 2.6131 -10.1986 -6.5677 0.1 0.0 0.0
H 0.9455 -9.7862 -6.1177 0.0 0.2 0.0
```
Positions in Å, forces in eV/Å.

2.
Computed, not measured: 10 unconnected molecules or ions with the total composition C34H92N4O19 at a distorted geometry, with ωB97M-V/def2-TZVPD.

The LUMO energy comes out at 0.4 eV. Its HOMO-LUMO gap is 0.322 Ha. As for the SMILES: COC[C@H](C)N.COCCNCCOC.COCCNCCOC.COCCNCCOC.OCCO.OCCO.OCCO.OCCO.OCCO.OCCO.

XYZ file:
```
149
Properties=species:S:1:pos:R:3:forces:R:3
C -6.1600 3.3718 2.0319 0.7 -1.6 2.7
C -5.2131 2.8361 1.0048 0.2 1.3 -0.5
C -4.4403 4.0179 0.3767 0.8 -2.1 0.6
O -5.2702 4.9673 -0.1949 -0.2 0.2 -0.2
C -4.4393 6.0252 -0.5463 0.1 3.1 0.1
N -4.3029 1.8702 1.5580 1.7 -2.3 0.4
H -5.6358 3.7605 2.9481 -0.2 0.0 -1.0
H -6.7537 2.5606 2.4660 0.0 -0.3 -0.1
H -6.8918 4.0413 1.7148 -0.8 1.5 -0.9
H -5.7438 2.3214 0.2560 -1.2 -0.2 -1.4
H -3.7977 3.6391 -0.4190 0.3 -0.3 -0.1
H -3.7408 4.3840 1.1607 -0.7 0.4 -0.2
H -3.4317 5.7322 -0.9311 -0.9 0.0 -0.2
H -4.2193 6.6058 0.3803 0.1 -0.3 -0.3
H -4.9526 6.8301 -1.1944 0.6 -1.8 0.5
H -4.7871 1.0565 1.9718 -0.3 0.9 0.3
H -3.7748 1.3125 0.8404 -0.5 1.5 0.2
C -3.8831 -1.0438 4.4260 -1.4 -0.5 2.8
C -5.1463 -0.2482 4.6329 -1.5 0.5 -0.1
O -5.8762 -0.4818 3.4013 0.4 -0.3 -0.1
O -4.2242 -2.4331 4.2938 -0.7 0.6 -1.4
H -3.3631 -0.9100 5.3896 0.5 -0.3 -0.6
H -3.3482 -0.6467 3.6215 1.1 0.4 -1.3
H -5.0401 0.8390 4.7723 0.6 -0.3 -0.2
H -5.6978 -0.5726 5.5555 0.3 -0.3 -1.0
H -6.7812 -0.1842 3.3706 -0.3 0.3 0.5
H -4.9157 -2.4556 3.5653 1.2 0.0 1.3
C -0.5580 -0.1692 -0.1357 -0.9 0.3 0.3
C -0.8763 1.0120 0.7608 -0.6 0.7 0.7
O 0.2543 1.9078 0.9476 -1.2 -0.3 -0.6
O -0.3783 0.1851 -1.4844 -1.8 1.1 -0.9
H -1.3911 -0.9245 -0.0167 0.9 0.4 0.0
H 0.3961 -0.5365 0.2001 0.3 -0.8 0.1
H -1.2948 0.6359 1.7529 0.8 0.4 -1.1
H -1.6649 1.6454 0.3089 0.4 -0.3 0.1
H 0.9270 1.4200 1.4430 0.5 -0.4 0.4
H -1.2211 0.6868 -1.7691 1.7 -1.3 0.7
C -3.9115 0.0403 -3.7206 0.0 -0.2 0.6
C -4.2772 0.1907 -2.2533 -0.2 0.4 -2.2
O -3.3635 1.0591 -1.6582 0.1 -1.1 2.2
O -4.0767 1.2985 -4.2777 0.1 1.6 -1.4
H -4.5916 -0.7030 -4.1712 0.5 0.0 -0.1
H -2.8501 -0.1991 -3.7893 -0.2 -0.7 0.1
H -4.1355 -0.7899 -1.8785 -0.1 -0.9 1.2
H -5.3533 0.4817 -2.2555 0.7 0.1 0.6
H -3.1749 1.8770 -2.0909 -0.3 1.0 -1.1
H -3.3218 1.5504 -4.8410 -0.6 -0.3 0.4
C 0.2602 4.5024 -1.2601 -0.3 0.4 0.3
C -0.8098 4.3763 -2.2970 -1.6 -0.6 0.1
O -1.5158 3.1099 -2.3470 0.1 1.2 0.2
O 1.2858 3.5698 -1.5559 -0.2 1.3 -0.8
H -0.0430 4.3911 -0.1875 -0.2 0.0 -1.0
H 0.5287 5.5676 -1.4087 0.7 -0.3 0.3
H -0.3358 4.6447 -3.2768 -0.7 -0.2 0.6
H -1.6354 5.0414 -2.0013 0.5 0.4 -0.6
H -0.8899 2.4307 -2.5689 0.8 -0.7 -0.4
H 1.4113 3.1552 -0.7299 0.6 -1.4 1.4
C -2.3511 4.1506 3.5812 1.3 0.6 1.9
C -1.3640 4.6406 2.5256 -0.5 -0.6 -1.1
O -0.0922 4.0082 2.6598 -0.7 0.7 0.1
O -2.4492 2.7376 3.5959 -0.6 0.3 -0.8
H -3.3133 4.6692 3.5733 -0.3 -0.2 -0.7
H -1.9634 4.4855 4.5984 -0.1 -0.7 -1.1
H -1.2515 5.7105 2.5129 0.2 0.7 0.7
H -1.8123 4.5093 1.5038 0.5 -0.6 0.6
H -0.0258 3.3359 1.9665 0.1 -0.5 -0.1
H -3.0231 2.4915 2.8125 0.2 -0.1 0.6
C 0.9286 0.8970 4.4700 1.0 -0.3 -1.7
C 1.9496 0.0893 3.6610 -0.2 1.1 0.5
O 2.1001 0.5629 2.3465 -0.5 -0.1 -0.2
O -0.3323 0.7222 3.8830 -0.9 0.8 -0.2
H 1.2412 1.9276 4.4994 -0.1 0.6 0.2
H 1.0160 0.4110 5.4153 -0.5 0.0 1.2
H 1.5176 -0.8960 3.6969 0.3 -0.9 -0.2
H 2.9349 0.1702 4.1379 -0.2 -0.4 0.3
H 2.5883 -0.1340 1.8538 0.4 0.2 -0.4
H -0.7560 1.5817 3.6106 0.5 -0.8 0.7
C 4.1477 -1.6638 -6.5995 -1.6 -1.8 -1.9
O 4.2686 -0.4880 -5.9582 0.6 1.7 1.0
C 4.5247 -0.6183 -4.5726 -0.2 0.9 0.4
C 3.2372 -0.6339 -3.7469 -0.1 -0.4 -1.2
N 2.7137 0.6949 -3.5154 1.1 0.7 -1.6
C 2.3509 1.5516 -4.6859 -0.8 -1.9 0.2
C 1.0300 2.2693 -4.4468 -0.9 -0.8 0.0
O -0.0510 1.3790 -4.1260 -0.1 0.5 1.1
C -0.3640 0.4504 -5.0857 0.2 -1.4 -0.9
H 5.0115 -2.3189 -6.4846 0.1 -0.2 0.2
H 4.0245 -1.4508 -7.6717 0.3 0.0 0.2
H 3.1860 -2.1977 -6.3643 0.8 0.0 0.3
H 5.0234 0.2923 -4.2539 0.2 0.3 -0.1
H 5.2501 -1.4176 -4.3823 -0.4 -0.4 0.0
H 3.4748 -1.0259 -2.7838 0.1 -0.5 0.8
H 2.5052 -1.3325 -4.2356 0.3 0.3 0.2
H 1.9879 0.6159 -2.8700 -1.6 0.2 1.2
H 2.3312 0.8923 -5.6215 0.0 1.2 1.0
H 3.0625 2.3404 -4.7630 0.9 0.5 -0.5
H 0.6912 2.8684 -5.2857 0.3 0.1 -0.6
H 1.0383 2.9348 -3.5966 0.6 0.0 0.2
H -1.2660 -0.1334 -4.8554 0.0 0.6 0.3
H 0.3992 -0.3483 -5.1688 0.0 0.4 -0.2
H -0.5045 0.9384 -6.0522 0.0 -0.1 -0.3
C 4.1676 3.2628 0.0209 1.7 0.5 1.4
O 4.2561 1.8661 0.0084 -0.9 0.3 -0.4
C 4.8749 1.4003 1.1568 0.7 -0.6 0.1
C 5.1502 -0.0868 0.9042 -1.7 -0.4 4.2
N 3.9125 -0.9217 0.8356 -0.4 0.0 -0.2
C 3.9462 -2.4360 0.9281 -1.2 1.7 0.5
C 2.5248 -2.8973 0.6274 -0.7 -0.3 -0.3
O 2.1841 -2.3855 -0.6740 -0.1 0.2 0.2
C 1.4040 -3.2383 -1.5072 0.0 0.0 2.2
H 3.7063 3.5779 -0.8808 -0.1 0.4 -0.9
H 5.2520 3.6320 0.1660 -1.5 0.1 -0.5
H 3.5773 3.6711 0.8767 0.2 -0.4 -0.3
H 4.2332 1.5863 2.0604 0.7 -0.1 -0.6
H 5.8975 1.9017 1.2296 -1.0 -0.4 0.3
H 5.7696 -0.3657 1.7927 -0.3 -0.4 -0.9
H 5.6226 -0.1792 0.0150 2.2 -0.2 -2.7
H 3.4963 -0.6562 -0.0735 0.1 -0.5 0.7
H 4.1693 -2.7562 1.9558 0.3 0.2 -0.3
H 4.5756 -2.8721 0.1990 1.1 -0.5 -0.6
H 1.8658 -2.5566 1.4665 0.1 0.0 -0.9
H 2.3733 -3.9923 0.5396 0.7 0.4 0.5
H 1.4658 -2.9059 -2.4832 0.4 0.9 -2.0
H 0.3542 -3.2016 -1.2472 -0.4 -0.1 0.4
H 1.7684 -4.2542 -1.4616 0.1 -0.5 0.1
C -0.9695 -2.9006 3.0030 2.7 -0.5 1.3
O 0.1150 -3.8818 2.8731 -1.2 0.9 -0.8
C -0.2758 -5.1872 3.2394 -1.4 1.0 0.1
C 0.8751 -6.0345 2.9288 0.3 -1.7 0.5
N 1.1216 -6.2780 1.5345 -0.1 0.2 -1.4
C 2.4993 -6.6915 1.2694 0.4 -0.4 -0.3
C 2.8751 -7.0817 -0.1714 -1.7 -1.2 -1.0
O 4.0836 -7.7860 -0.1718 1.1 -0.2 0.3
C 4.6052 -8.2404 -1.4257 0.9 2.0 0.8
H -0.4723 -1.9409 2.7609 -0.7 -0.4 0.2
H -1.2111 -2.9719 4.0752 -0.5 0.6 -0.4
H -1.8096 -3.1130 2.3812 -0.6 -0.2 -0.5
H -1.1710 -5.5406 2.6706 0.3 0.4 0.3
H -0.5192 -5.1788 4.3337 0.1 -0.3 -0.7
H 0.6289 -7.0118 3.3609 0.6 0.0 0.4
H 1.7140 -5.5542 3.4115 0.7 -0.1 0.4
H 0.8077 -5.4652 0.9951 0.6 -0.3 0.1
H 2.7539 -7.5757 1.8622 -0.4 -0.1 0.1
H 3.2323 -5.9670 1.6030 0.3 0.6 0.2
H 2.9753 -6.2382 -0.8616 -0.3 0.3 0.1
H 2.0830 -7.7958 -0.5888 0.5 1.1 0.4
H 4.8951 -7.3982 -2.1330 -0.4 -0.7 0.9
H 3.9362 -8.8857 -1.9065 -1.2 -1.0 -0.8
H 5.5019 -8.7964 -1.1673 0.1 0.0 -0.1
```
Positions in Å, forces in eV/Å.